(1)
9
Properties=species:S:1:pos:R:3 method="wB97M-V/def2-TZVPD" total_energy_ev=-6150.38251 e_lumo_ev=1.1 gap_ev=9.598 relative_energy_ev=5.518 multiplicity=1
C 1.5215 -0.7299 0.1928
C -1.2186 0.4802 -0.4131
C 0.8883 0.5383 0.1498
N 1.9076 -0.0745 -0.7867
N -1.7902 -0.5349 -0.0528
H 1.8737 -1.5968 0.8439
H -1.6441 1.3961 -0.7988
H 1.2476 1.2245 0.9161
H -2.7858 -0.7030 -0.0513

(2)
9
Properties=species:S:1:pos:R:3 method="wB97M-V/def2-TZVPD" total_energy_ev=-6149.71953 e_lumo_ev=0.9 gap_ev=10.189 relative_energy_ev=6.181 multiplicity=1
N -0.0470 -1.7558 -1.1042
C 0.1280 -0.6664 -1.7705
C -0.0328 -0.2448 -0.3758
C 0.5180 0.6372 0.6497
N -0.9420 0.5620 0.3367
H -0.1180 -1.5064 0.0765
H 0.7819 0.2375 1.6265
H 1.0818 1.5132 0.3288
H -1.2863 1.3437 -0.2205

(3)
9
Properties=species:S:1:pos:R:3 method="wB97M-V/def2-TZVPD" total_energy_ev=-6151.54659 e_lumo_ev=0.5 gap_ev=10.762 relative_energy_ev=4.354 multiplicity=1
C -1.3100 0.1180 -1.4593
C 0.1016 0.0075 1.0408
C 0.3420 0.4967 -0.2981
N -2.2967 -0.2379 -1.8957
N 0.8968 -0.6984 0.0137
H 0.6241 0.4228 2.0227
H -0.8368 -0.5908 1.3436
H 0.6378 1.5422 -0.6859
H 1.8414 -1.0601 -0.0818

Molecular weight for the records above, in order: 68.08 68.08 68.08 g mol⁻¹